Record 1
# C5H12N2S

One molecule with the formula C5H12N2S (ωB97M-V with the def2-TZVPD basis set, the Open Molecules 2025 dataset).

```
20
Properties=species:S:1:pos:R:3:forces:R:3:lowdin_charge:R:1
C 1.1131 -1.8094 2.1523 -0.2745 0.4916 -0.6229 -0.3827
S 1.9874 -0.9695 0.8543 3.0290 -2.9209 -0.9227 0.8464
C 1.3697 0.5350 0.5027 3.7333 3.0386 1.7019 -0.6560
N 0.3168 0.8754 0.0009 -6.0199 -1.1865 -2.2020 -0.0053
N -0.7274 -0.1554 -0.2417 1.0041 2.8881 0.7082 -0.0165
C -1.7816 0.4110 -1.1782 3.2436 -4.9467 -1.8295 -0.5394
C -2.7174 1.2117 -0.5751 -4.4419 5.9588 5.8236 -0.1658
C -1.1587 1.0885 -2.3901 2.6885 -1.8991 1.7117 -0.0722
H 1.3285 -1.2065 3.0160 -0.5078 -0.5286 0.8074 0.0331
H 1.4060 -2.8535 2.1539 0.6620 0.1356 0.3087 0.0431
H 0.1156 -1.8404 1.7975 -1.4090 0.2387 0.6041 0.0023
H 2.1300 1.4213 0.6410 -1.3578 -1.6968 -0.1942 0.1065
H -0.3990 -1.1271 -0.3172 0.0165 0.8141 -0.4993 0.0858
H -2.3258 -0.5709 -1.4880 0.8889 1.4840 0.0009 0.1678
H -3.5548 1.6245 -1.2086 1.1430 -0.5604 0.1709 0.0965
H -3.2698 0.7616 0.3048 0.6393 -0.0014 -0.9598 0.0883
H -2.2702 2.2152 0.0077 -0.7122 -2.4193 -1.8205 0.1460
H -1.9191 1.2385 -3.0525 -1.9226 1.1933 -1.9429 0.0332
H -0.6065 0.2154 -2.7973 0.5396 1.0756 -0.3035 0.0870
H -0.5091 1.9741 -2.1106 -0.9422 -1.1587 -0.5403 0.1020
```
Positions in Å, forces in eV/Å.

The value obtained for the HOMO energy is -0.315 hartree. The SMILES is CS/C=N\NC(C)C. The energy above the lowest of the compared OMol25 structures with the same formula, charge and spin comes out at 71.17 kcal per mole. The energy is -19191.6295 eV. The value obtained for the LUMO energy is 0.0261 hartree. Its spin multiplicity is 1.


Record 2
# C26H57F6Li2N3O6

C26H57F6Li2N3O6 as an isolated structure (ωB97M-V with the def2-TZVPD basis set, the Open Molecules 2025 dataset).

```
100
Properties=species:S:1:pos:R:3:forces:R:3:mulliken_spin:R:1
Li -22.3714 -22.3895 11.1638 0.4121 -0.0080 -0.2283 0.0003
Li -20.6581 -22.5435 9.2698 -0.8272 0.3869 0.7169 0.0001
O -22.2230 -23.5698 9.6958 -0.0561 -0.1514 -0.3168 0.0000
H -22.7521 -24.2170 9.1902 0.5381 0.7690 0.5583 0.0000
O -20.7346 -21.2304 10.7596 0.1597 -0.1575 0.0658 -0.0008
H -20.3040 -20.4214 11.0980 -0.4195 -0.9720 -0.3616 -0.0003
C -18.8400 -18.2210 13.1308 -0.3295 0.4557 0.7164 0.0829
C -19.4030 -16.8997 13.7201 0.6938 0.4555 1.3040 0.0009
N -18.6646 -15.7030 13.1912 0.3634 -2.2235 -3.3511 0.7344
C -17.2489 -15.5219 13.4168 1.2837 1.3987 2.4359 -0.0007
C -16.8867 -15.6234 14.8718 0.9449 0.2689 1.0326 0.0198
C -18.8982 -15.4687 11.7714 -1.2831 -0.1270 -1.5124 0.0171
C -20.3540 -15.5163 11.2985 -0.3443 0.0193 0.6889 0.0301
H -19.1785 -18.9833 13.8326 -0.1123 -0.1476 -0.1494 0.0023
H -17.7518 -18.2287 13.1932 -0.0575 -0.0571 -0.4824 -0.0016
H -19.2818 -18.4267 12.1558 0.4475 0.0073 -0.0690 0.0031
H -20.4877 -16.8727 13.6161 0.2139 0.6201 -0.5618 -0.0024
H -19.2371 -16.8818 14.7973 0.1551 -0.0802 -0.0275 0.0060
H -16.4798 -16.0976 12.9020 -0.9855 -1.0617 -0.8579 0.0412
H -16.9257 -14.5294 13.1028 -0.7074 0.3237 -0.2688 0.0206
H -17.0826 -16.6120 15.2868 -0.3498 0.2847 0.2904 0.0001
H -15.8228 -15.4686 15.0510 0.3402 -0.3431 -0.6792 -0.0030
H -17.2177 -14.7634 15.4541 -0.9964 -0.4368 0.1749 -0.0023
H -18.4800 -16.2991 11.2025 0.7329 -0.5997 0.4150 0.0501
H -18.3285 -14.6317 11.3679 -0.2185 0.3492 0.5773 0.0078
H -20.8034 -16.5091 11.3220 0.2329 -0.1722 0.6797 -0.0008
H -20.5097 -15.3247 10.2368 0.4678 0.8559 0.1362 -0.0033
H -20.8997 -14.8541 11.9707 -0.5448 0.1105 -0.5484 -0.0022
C -18.2012 -20.5527 8.1934 -0.0135 -0.3218 -0.1661 0.0000
C -19.1661 -21.0977 7.1199 -0.3024 3.6645 0.4060 0.0000
N -19.7628 -22.3248 7.4708 0.0899 -1.6535 -0.7558 0.0001
C -18.6853 -23.2525 7.7602 0.7879 -2.7723 0.3350 0.0000
C -19.0961 -24.5569 8.4811 -1.3430 -0.0444 -0.3863 0.0000
C -20.5591 -22.7776 6.2627 -0.5077 0.5635 0.7482 0.0000
C -21.8589 -21.9637 6.1458 -0.3678 0.0884 0.2287 0.0000
H -18.0390 -19.4753 8.2266 -0.3007 0.0810 -0.5851 0.0001
H -17.2188 -21.0075 8.0664 0.0063 -0.0010 0.2418 0.0000
H -18.6157 -20.7989 9.1710 0.0887 -0.1926 0.1365 0.0000
H -20.0105 -20.4146 7.0272 0.0701 0.4728 0.2550 0.0000
H -18.7723 -21.0177 6.1067 0.7150 -0.7008 -0.1745 0.0000
H -18.1705 -23.4953 6.8306 0.3156 -0.0197 -0.1424 0.0000
H -17.9422 -23.0298 8.5259 0.0606 1.7969 -0.7033 0.0000
H -18.5270 -25.4293 8.1598 0.0831 0.1603 0.0728 0.0000
H -19.0031 -24.4192 9.5584 0.1748 -0.1915 0.1156 0.0000
H -20.1566 -24.7608 8.3331 -0.1127 -0.3175 -0.1518 0.0000
H -20.7042 -23.8566 6.3147 -0.3626 0.1093 0.2502 0.0000
H -20.0697 -22.6095 5.3033 0.9517 0.0727 0.2144 0.0000
H -22.1357 -21.8209 5.1013 -0.2429 -0.5775 -0.0817 0.0000
H -21.8019 -20.9265 6.4760 0.5588 -0.0928 0.2776 0.0000
H -22.6800 -22.3611 6.7425 -0.0331 -0.2911 -0.2148 0.0000
C -24.9538 -19.3482 10.6286 -0.0086 -0.5809 0.5275 0.0000
C -23.7832 -20.3656 10.8825 -0.9189 2.4864 -1.6924 0.0000
N -24.0600 -21.3576 11.8870 0.4538 -0.7313 -0.0519 -0.0001
C -25.2958 -22.1128 11.6081 0.0665 -1.8090 1.6992 0.0000
C -25.0602 -23.6482 11.9376 -0.5310 0.6781 -0.2958 0.0000
C -24.1471 -20.8306 13.3009 -0.2192 -0.5032 -1.7955 0.0000
C -22.7845 -20.3878 13.8248 -0.0769 0.1755 0.2066 -0.0002
H -25.1179 -18.7400 11.5181 -0.4788 -0.1432 0.0603 0.0000
H -25.7957 -19.9845 10.3558 -0.4740 0.4249 0.4362 0.0000
H -24.9060 -18.6312 9.8090 0.8095 -0.1976 -0.1859 0.0000
H -23.6709 -20.7951 9.8870 0.3314 -0.7958 0.2485 0.0000
H -22.8736 -19.7802 11.0168 0.0948 -0.5400 0.6000 0.0000
H -25.8425 -21.9844 10.6739 1.0075 0.0095 -0.5264 0.0000
H -26.0349 -21.7168 12.3045 -0.3680 -0.2053 0.2688 0.0000
H -24.3642 -24.1398 11.2579 -0.0601 0.2960 -0.3373 0.0000
H -26.0084 -24.1850 11.9078 -0.1076 0.0059 -0.1946 0.0000
H -24.6510 -23.8630 12.9247 0.0224 0.6030 0.1893 0.0000
H -24.9659 -20.1240 13.1653 0.3747 1.0003 0.9145 0.0000
H -24.6194 -21.6187 13.8874 0.5186 -0.1499 0.1632 0.0000
H -22.1921 -21.2151 14.2157 -0.3771 -0.1936 -0.0137 0.0000
H -22.1478 -19.9606 13.0500 -0.2307 0.1295 -0.2437 0.0003
H -22.8674 -19.6506 14.6234 -0.1678 0.0396 0.0624 0.0000
C -25.0673 -18.0731 5.4296 -1.5631 -0.0886 -0.9304 0.0000
C -23.7160 -18.6847 5.3767 0.3569 0.6833 0.6004 0.0000
O -23.1585 -18.8268 6.7023 1.9244 1.7838 2.2162 0.0000
C -22.4511 -17.7810 7.3430 -1.5606 1.9939 -4.8659 0.0000
O -22.2017 -16.6552 6.8749 -1.0821 -3.6165 1.4236 0.0000
C -21.8578 -18.1992 8.6427 -0.0380 -0.3690 0.1766 0.0004
F -22.4085 -17.4084 9.6636 1.4006 -1.5283 -1.1887 -0.0001
F -21.9611 -19.4854 8.8458 -1.1981 -0.2974 0.9469 -0.0001
F -20.5404 -18.0531 8.4883 0.6863 1.4894 0.9265 -0.0003
H -25.4751 -18.3530 4.4582 -0.2931 0.3215 -0.2938 0.0000
H -25.2233 -16.9985 5.5245 0.6525 -0.0323 0.2016 0.0000
H -25.7544 -18.5837 6.1043 0.3194 -0.0482 0.3705 0.0000
H -23.0219 -18.1248 4.7499 0.0056 -0.0599 -0.0127 0.0000
H -23.8547 -19.6997 5.0044 0.4905 -0.0251 0.1979 0.0000
C -20.0921 -27.2543 11.2606 -0.2344 2.0077 0.0492 0.0000
C -20.9624 -26.0066 11.6724 -1.9640 -2.0173 -0.0514 0.0000
O -20.1695 -25.0104 12.2738 1.0793 1.9582 1.8280 0.0000
C -20.6564 -24.0262 13.0830 -3.7535 -1.1828 -2.3754 0.0000
O -21.8792 -23.8108 13.2364 3.7180 -0.3693 -0.0411 0.0000
C -19.5620 -23.1358 13.7207 0.5115 -1.9379 -2.2521 0.0000
F -19.9516 -21.8572 13.5865 1.2462 -0.8417 0.7841 0.0006
F -19.4027 -23.5739 14.9348 -0.6221 0.8144 2.3120 0.0000
F -18.3302 -23.4287 13.1831 -1.0493 1.5291 -0.5414 0.0000
H -20.6416 -28.0050 10.6927 -0.2810 0.2077 0.2172 0.0000
H -19.6507 -27.6980 12.1531 0.0164 -0.0013 -0.1292 0.0000
H -19.3156 -26.8614 10.6043 0.2734 -0.2820 0.0499 0.0000
H -21.7519 -26.3511 12.3403 0.3175 -0.0575 0.8792 0.0000
H -21.6431 -25.5841 10.9333 0.9095 0.3668 -0.8343 0.0000
```
Positions in Å, forces in eV/Å.

The value obtained for the HOMO energy (alpha / beta) is -0.380 / -0.380 hartree. The energy is -61349.2850 eV. The value obtained for the LUMO energy (alpha / beta) is -0.0825 / -0.2567 hartree. Its spin multiplicity is 2. The net charge is +1.


Record 3
# C3H7N3OS

One molecule with the formula C3H7N3OS (ωB97M-V with the def2-TZVPD basis set, the Open Molecules 2025 dataset).

```
15
Properties=species:S:1:pos:R:3:forces:R:3:lowdin_charge:R:1
H -1.3770 2.3117 -0.9132 -0.3528 -1.6206 -0.0402 0.0796
N -1.7169 1.3170 -0.7806 -0.7947 3.6278 -2.1459 0.1132
C -0.9351 0.6419 -0.1104 -0.6311 -0.0971 1.9291 -0.6144
C 0.3476 1.0692 0.5645 -0.4116 2.8160 0.7271 -0.1259
C 1.5033 0.3139 0.0628 1.7580 -0.1311 1.2979 -0.1685
N 1.4327 -0.9290 -0.0990 -0.7605 -0.4897 -0.1577 -0.0290
O 2.6754 -1.4514 -0.3124 0.9252 1.0198 -0.1387 -0.0215
N -1.3993 -0.5507 0.4114 0.9383 -1.4394 -0.0069 -0.4195
S -2.9561 -1.2322 0.0842 1.7277 -0.9188 -2.4146 0.6522
H 0.5588 2.2285 0.3952 -0.6832 -2.4714 0.3158 0.1546
H 0.1383 0.9247 1.6984 0.8128 0.2225 -1.7592 0.1544
H 2.5453 0.6735 0.1060 -0.5827 0.5810 -0.2252 0.1362
H 2.5313 -2.3696 -0.3894 -0.2419 -1.6935 -0.2210 0.0730
H -0.5321 -1.0768 0.6313 -1.6252 -0.8458 -0.0288 0.0657
H -2.8160 -1.8706 -1.3488 -0.0781 1.4404 2.8681 -0.0500
```
Positions in Å, forces in eV/Å.

The value obtained for the HOMO energy is -0.337 hartree. The SMILES is [H]/N=C(\C/C=N/O)NS. The energy above the lowest of the compared OMol25 structures with the same formula, charge and spin comes out at 95.70 kcal per mole. The energy is -20574.0339 eV. The value obtained for the LUMO energy is 0.0265 hartree. Its spin multiplicity is 1.


Record 4
# C9H9N3

C9H9N3 as an isolated structure (ωB97M-V with the def2-TZVPD basis set, the Open Molecules 2025 dataset).

```
21
Properties=species:S:1:pos:R:3:forces:R:3:lowdin_charge:R:1
C -0.8273 -0.4622 -2.6550 -0.0538 -2.9130 3.9128 -0.0174
C -0.5827 0.2215 -1.1735 -0.6312 -2.7738 -3.8235 -0.2794
C -1.2627 1.6697 0.4210 -3.3475 -0.6337 -2.6183 -0.3979
C 0.6102 0.5904 0.8589 1.3149 -2.9403 0.9489 -0.2481
C 1.3740 0.1256 2.0128 1.0268 -0.0238 -1.9229 -0.0280
C 2.0314 -1.0530 1.8120 1.8315 -2.5300 3.7415 -0.1548
C 2.0062 -1.8380 0.6585 -0.5198 -3.8189 -3.3302 -0.1354
C 1.2739 -1.4202 -0.4629 -0.9761 0.7348 0.3601 -0.0519
C 0.4311 -0.2616 -0.3254 2.0095 1.4431 2.1456 -0.1265
H -1.4951 0.1993 -3.0854 -1.0752 1.2542 -1.3819 0.0080
H 0.0257 -0.8120 -3.3124 -0.9500 0.6272 1.1201 0.0769
H -1.5319 -1.4104 -2.3026 1.9344 2.0608 -1.2491 0.1322
H -1.9302 3.3001 1.4670 -3.6964 -3.4510 -2.6541 0.2411
H -3.6220 2.1172 0.3191 5.1816 1.0908 1.3547 0.1995
H 1.5643 0.6647 2.9626 -0.7397 -0.0979 -1.0080 0.1184
H 2.5916 -1.5583 2.7809 -1.3524 1.4427 -2.5926 0.1525
H 2.3282 -3.0976 0.4661 -0.3033 4.2597 1.3309 0.1804
H 1.1741 -1.9670 -1.4292 0.2905 0.1157 1.1369 0.1090
N -1.5744 0.9775 -0.8166 2.6966 0.7361 2.1865 0.1169
N -2.5031 2.3377 0.6933 2.9651 3.1578 3.4955 -0.0136
N -0.0815 1.6764 1.1109 -5.6057 2.2596 -1.1529 0.1179
```
Positions in Å, forces in eV/Å.

The value obtained for the HOMO energy is -0.294 hartree. The energy above the lowest of the compared OMol25 structures with the same formula, charge and spin comes out at 139.25 kcal per mole. The energy is -13944.0089 eV. The value obtained for the LUMO energy is 0.0095 hartree. Its spin multiplicity is 1.